No. 1
Molecular formula: C2H7S
Method: DFT, the ωB97M-V functional and the def2-TZVPD basis

The geometry in XYZ format:
```
10
Properties=species:S:1:pos:R:3
C 0.15060 -2.07978 1.10380
H 0.81042 -1.22347 1.06611
H -0.41071 -2.26511 2.02375
H -0.50999 -1.99402 0.23036
H 0.66071 -3.04967 1.00328
C -0.15597 2.27511 -1.07619
S 0.22916 0.56284 -1.38612
H 0.30069 2.89900 -1.82525
H 0.20566 2.52313 -0.05577
H -1.28057 2.35196 -1.08396
```

Results
LUMO (spin up / spin down) = 1.04 / -1.85 eV
Charge = 0
Multiplicity = 2
Total energy = -13021.125 eV
Energy above the lowest of the compared OMol25 structures with the same formula, charge and spin = 16.7 kJ/mol
HOMO-LUMO gap (spin up / spin down) = 10.28 / 6.99 eV
HOMO (spin up / spin down) = -0.3395 / -0.3246 Ha

No. 2
Molecular formula: C4H9N
Method: DFT, the ωB97M-V functional and the def2-TZVPD basis

The geometry in XYZ format:
```
14
Properties=species:S:1:pos:R:3
N 2.35941 0.24184 0.58006
C 1.73090 -0.74403 -0.25922
C -0.93039 1.31080 0.28469
C -1.37748 -0.13806 -0.07584
C -2.33926 -0.85198 -0.53014
H 2.28503 -0.76921 -1.20663
H 3.04464 -0.18672 1.21226
H 1.46727 -1.71429 0.21376
H 0.89846 -0.02673 -0.25949
H -1.73702 1.96401 0.00777
H -0.05351 1.52765 -0.32780
H -0.65034 1.41122 1.33619
H -0.40678 -0.70460 0.00762
H -3.15286 -0.54004 -1.17378
```

Results
LUMO = -2.83 eV
Charge = 0
Multiplicity = 1
Total energy = -5774.662 eV
Energy above the lowest of the compared OMol25 structures with the same formula, charge and spin = 882.9 kJ/mol
HOMO-LUMO gap = 3.73 eV
HOMO = -0.2412 Ha

No. 3
Molecular formula: C6H12NOS
Method: DFT, the ωB97M-V functional and the def2-TZVPD basis

The geometry in XYZ format:
```
21
Properties=species:S:1:pos:R:3
C -0.92203 -3.09089 -0.72737
C -0.32795 -2.29023 0.37811
N 0.06070 -1.03170 0.42373
O 0.46540 -0.73936 1.59890
C 0.06092 0.03921 -0.70289
C 0.20533 1.52352 -0.26543
C -0.77260 1.98197 0.76155
C 1.58748 1.78341 0.25403
S 0.04877 2.80136 -1.80334
H -0.39479 -2.88574 -1.64638
H -2.06506 -3.02143 -0.89575
H -0.61947 -4.23015 -0.62250
H -0.06568 -2.79848 1.26261
H -0.77083 -0.05855 -1.43471
H 1.02327 -0.25873 -1.12540
H -1.04533 1.19762 1.50423
H -1.70964 2.42188 0.46457
H -0.39473 2.83561 1.37732
H 1.68947 2.90015 0.39085
H 2.28344 1.38292 -0.49542
H 1.66332 1.53760 1.30326
```

Results
LUMO = 3.26 eV
SMILES = C/C=[N+](/[O-])CC(C)(C)[S-]
Charge = -1
Multiplicity = 1
Total energy = -20786.703 eV
Energy above the lowest of the compared OMol25 structures with the same formula, charge and spin = 296.3 kJ/mol
HOMO-LUMO gap = 5.98 eV
HOMO = -0.0998 Ha

No. 4
Molecular formula: C6H16NO
Method: DFT, the ωB97M-V functional and the def2-TZVPD basis

The geometry in XYZ format:
```
24
Properties=species:S:1:pos:R:3
C 0.25865 1.33320 0.25815
C 0.19095 -0.18955 0.53189
C -0.98094 -0.82938 -0.18374
C -1.90197 -1.53917 0.46555
C -2.05688 -1.68790 1.95253
C -0.99862 -0.74773 -1.70648
N 1.00065 1.68643 -0.98625
H 0.61717 1.92665 1.08897
H -0.76470 1.66644 0.08642
H 1.12028 -0.68681 0.24425
H -0.00570 -0.23369 1.59819
H -2.61706 -2.07438 -0.14651
H -1.90953 -0.71804 2.42274
H -3.04987 -2.05334 2.20837
H -1.39062 -2.44491 2.37862
H 0.02775 -0.76759 -2.07512
H -1.56744 0.09666 -2.09671
H -1.39948 -1.67958 -2.07540
H 0.68109 1.16842 -1.80341
H 0.90904 2.68285 -1.21704
H 2.01806 1.52522 -0.87639
H 4.45883 1.72074 -0.37512
H 3.74279 0.49430 0.36240
O 3.61755 1.35117 -0.05590
```

Results
LUMO = -3.12 eV
Charge = +1
Multiplicity = 1
Total energy = -10012.542 eV
Energy above the lowest of the compared OMol25 structures with the same formula, charge and spin = 74.4 kJ/mol
HOMO-LUMO gap = 9.33 eV
HOMO = -0.4577 Ha

No. 5
Molecular formula: C6H10F3MgN2O3
Method: DFT, the ωB97M-V functional and the def2-TZVPD basis

The geometry in XYZ format:
```
25
Properties=species:S:1:pos:R:3
N -1.83274 1.19021 -2.06593
C -1.38805 1.23377 -0.71638
C -1.71753 -0.04616 0.02803
C -0.69727 -1.17066 -0.26716
N 0.21505 -1.37753 0.84168
C 0.98871 -0.26400 1.36802
O 1.99446 -0.80261 2.20365
C 3.25430 -0.80180 1.69879
F 3.30523 -1.41383 0.49897
F 4.04172 -1.40850 2.54788
F 3.69600 0.45312 1.48593
C 0.01092 -0.81701 -1.60771
O -0.08252 -1.56008 -2.57382
O 0.65531 0.29241 -1.54521
H -2.80445 1.39227 -2.24880
H -1.23810 1.68765 -2.71528
H -1.92283 2.10430 -0.05297
H -0.34915 1.55590 -0.65174
H -1.74537 0.09985 1.10846
H -2.71049 -0.36935 -0.27864
H -1.22465 -2.11143 -0.40485
H 0.87095 -2.12062 0.62082
H 0.37021 0.36309 2.01079
H 1.42763 0.34887 0.58196
Mg -3.11733 3.54213 0.13352
```

Results
LUMO = -8.75 eV
Charge = +1
Multiplicity = 1
Total energy = -29091.652 eV
HOMO-LUMO gap = 2.80 eV
HOMO = -0.4245 Ha

No. 6
Molecular formula: C3H16NO3
Method: DFT, the ωB97M-V functional and the def2-TZVPD basis

The geometry in XYZ format:
```
23
Properties=species:S:1:pos:R:3
C 0.58692 -0.55688 -2.00013
C 0.38177 0.82572 -1.36360
C -1.02968 1.45224 -1.68860
N 0.44020 0.76803 0.17880
H 1.55949 -1.09810 -2.00865
H -0.25901 -1.32520 -1.77438
H 0.42535 -0.40173 -3.09808
H 1.11078 1.48030 -1.79641
H -1.19172 1.51334 -2.74150
H -1.20926 2.41238 -1.42316
H -1.93586 0.82778 -1.28650
H 1.13299 0.08277 0.61487
H 0.57243 1.75992 0.56333
H -0.48135 0.47627 0.40378
H 1.23314 -1.39354 2.11605
H 1.31428 -0.35020 3.14872
O 1.06570 -0.51310 2.29717
H 2.13505 -3.67292 3.00656
H 3.48558 -3.18440 2.55944
O 2.56890 -3.21231 2.30724
H -4.66043 1.82944 -1.07158
H -4.11203 1.17272 0.20237
O -3.86396 1.74645 -0.64848
```

Results
LUMO = -2.90 eV
Charge = +1
Multiplicity = 1
Total energy = -10996.186 eV
Energy above the lowest of the compared OMol25 structures with the same formula, charge and spin = 162.0 kJ/mol
HOMO-LUMO gap = 11.67 eV
HOMO = -0.5352 Ha

No. 7
Molecular formula: C20H25N7
Method: DFT, the ωB97M-V functional and the def2-TZVPD basis

The geometry in XYZ format:
```
52
Properties=species:S:1:pos:R:3
C 13.08128 12.45366 6.83172
C 14.12828 12.14084 7.69853
C 14.28674 10.77671 8.15656
N 13.42888 9.82089 7.77418
C 12.47169 10.09027 6.92568
C 12.35838 11.36964 6.40578
H 12.89427 13.40718 6.35180
H 14.89048 12.82037 8.07237
H 15.16203 10.53540 8.83513
H 11.78230 9.34116 6.58057
H 11.57937 11.50454 5.63801
C 7.23170 5.63168 12.66533
C 8.25618 5.28144 13.45156
C 9.57497 5.36704 12.91082
N 9.89210 5.95651 11.76609
C 8.77423 6.46327 11.04249
C 7.49440 6.31633 11.49069
H 6.17548 5.47580 12.97112
H 7.97917 4.81251 14.38795
H 10.44502 5.02206 13.49742
H 9.02623 6.97762 10.09585
H 6.64703 6.43042 10.76812
C 11.06299 10.91162 14.42094
C 9.98338 11.94322 14.34735
N 9.23330 12.81972 14.29012
H 11.78434 11.19473 13.63514
H 10.68955 9.92082 14.19779
H 11.51297 10.90560 15.40433
C 8.93640 11.73080 10.01993
C 9.00016 11.25227 8.67465
N 9.11740 10.98837 7.54090
H 8.74369 12.80486 10.02281
H 9.85382 11.55460 10.54939
H 8.14410 11.18529 10.54794
C 16.41802 8.63403 6.20411
C 16.89783 8.65248 7.61053
N 17.28511 8.72977 8.69106
H 15.32100 8.59114 6.16810
H 16.79773 7.70193 5.62551
H 16.71107 9.58812 5.83026
C 7.14331 9.64127 14.71390
C 6.91125 9.94906 13.36335
N 6.83016 10.25612 12.29753
H 6.75164 8.64447 14.88863
H 6.73169 10.35208 15.33797
H 8.22697 9.66011 14.94902
C 11.84006 7.95626 9.49333
C 11.84091 9.03481 10.40024
N 11.88734 10.08292 10.84762
H 12.88148 7.92971 9.13816
H 11.17603 8.34557 8.69376
H 11.57930 6.96056 9.88425
```

Results
LUMO = 0.47 eV
SMILES = c1ccncc1.c1ccncc1.CC#N.CC#N.CC#N.CC#N.CC#N
Charge = 0
Multiplicity = 1
Total energy = -31572.957 eV
Energy above the lowest of the compared OMol25 structures with the same formula, charge and spin = 77.9 kJ/mol
HOMO-LUMO gap = 9.86 eV
HOMO = -0.3453 Ha

No. 8
Molecular formula: CH3ClO
Method: DFT, the ωB97M-V functional and the def2-TZVPD basis

The geometry in XYZ format:
```
6
Properties=species:S:1:pos:R:3
O -0.39918 -0.13236 1.02492
C 0.62029 -0.09093 -0.14060
Cl 1.49748 -1.60363 0.00213
H 0.21822 -0.12145 1.83155
H 0.03142 0.08226 -1.11286
H 1.27031 0.77430 -0.01483
```

Results
LUMO = 0.89 eV
SMILES = OCCl
Charge = 0
Multiplicity = 1
Total energy = -15654.782 eV
Energy above the lowest of the compared OMol25 structures with the same formula, charge and spin = 56.3 kJ/mol
HOMO-LUMO gap = 11.70 eV
HOMO = -0.3972 Ha

No. 9
Molecular formula: C3H15N2O3
Method: DFT, the ωB97M-V functional and the def2-TZVPD basis

The geometry in XYZ format:
```
23
Properties=species:S:1:pos:R:3
C -2.76823 -0.11387 0.14078
C -1.31298 0.04080 0.22947
C -0.55893 -1.04946 0.53491
N 0.91868 -1.05506 0.45800
N -0.77797 1.28519 0.09929
H -3.02689 -1.16920 0.15509
H -3.10296 0.17260 -0.86771
H -3.14103 0.47270 0.99196
H -0.92706 -2.01421 0.87205
H 1.16446 -0.92029 1.45631
H 1.36446 -0.22564 0.04233
H 1.34245 -1.89979 0.08537
H -1.28465 1.91391 -0.50338
H 0.12167 1.61996 0.39443
H 1.41900 0.55266 -3.73501
H 0.69874 1.77211 -4.17809
O 0.80986 1.23501 -3.38018
H 0.54980 -2.58105 3.64227
H 1.20005 -1.25128 4.05062
O 1.11269 -1.84980 3.31947
H 1.47742 1.54252 -1.75382
H 2.72061 2.06516 -1.12324
O 2.00080 1.45703 -0.93092
```

Results
LUMO = -2.73 eV
Charge = +1
Multiplicity = 1
Total energy = -12470.947 eV
Energy above the lowest of the compared OMol25 structures with the same formula, charge and spin = 85.8 kJ/mol
HOMO-LUMO gap = 9.35 eV
HOMO = -0.4440 Ha

No. 10
Molecular formula: C2HF3NO4S
Method: DFT, the ωB97M-V functional and the def2-TZVPD basis

The geometry in XYZ format:
```
12
Properties=species:S:1:pos:R:3
C 0.96688 0.55264 -1.46815
C -0.78061 -2.83026 -1.81007
N -0.80908 2.43682 -1.22558
O 0.87630 1.79786 -1.50256
O -0.84735 3.54393 -1.17044
O 2.06623 -1.97188 -1.35783
O 0.08169 -0.24596 -0.99475
F -0.59580 -4.13409 -2.04533
F -1.90501 -2.54379 -1.10236
F -0.77463 -2.09392 -2.91316
S 0.78132 -1.91675 -0.70576
H 2.02518 0.18481 -1.70033
```

Results
LUMO (spin up / spin down) = -6.85 / -10.40 eV
Charge = +1
Multiplicity = 3
Total energy = -30741.191 eV
HOMO-LUMO gap (spin up / spin down) = 3.69 / 4.08 eV
HOMO (spin up / spin down) = -0.3876 / -0.5320 Ha

No. 11
Molecular formula: C3HOS
Method: DFT, the ωB97M-V functional and the def2-TZVPD basis

The geometry in XYZ format:
```
6
Properties=species:S:1:pos:R:3
C -1.71449 -0.81928 0.10546
C -0.54365 -0.45896 0.23232
C 1.47978 0.63743 0.02540
O 2.22166 -0.06228 0.67982
S 1.15990 1.90592 -0.87992
H -2.60320 -1.20283 -0.16308
```

Results
LUMO = 3.59 eV
Charge = -1
Multiplicity = 1
Total energy = -16007.850 eV
Energy above the lowest of the compared OMol25 structures with the same formula, charge and spin = 137.7 kJ/mol
HOMO-LUMO gap = 7.76 eV
HOMO = -0.1531 Ha

No. 12
Molecular formula: H6O3
Method: DFT, the ωB97M-V functional and the def2-TZVPD basis

The geometry in XYZ format:
```
9
Properties=species:S:1:pos:R:3
O -0.20175 0.26406 -0.13894
H -0.21708 0.91785 0.56002
H 0.30693 -0.46178 0.22249
O -2.17541 0.92863 -1.05476
H -2.47382 0.40362 -1.79742
H -1.43951 0.43532 -0.69239
O 1.69570 -0.77991 0.85585
H 2.10101 -1.57149 1.20991
H 2.40394 -0.13631 0.83524
```

Results
LUMO = 0.22 eV
SMILES = O.O.O
Charge = 0
Multiplicity = 1
Total energy = -6239.127 eV
Energy above the lowest of the compared OMol25 structures with the same formula, charge and spin = 108.7 kJ/mol
HOMO-LUMO gap = 9.91 eV
HOMO = -0.3563 Ha